No. 1
{
  "formula": "C7H12INS2",
  "method": "the ωB97M-V functional and the def2-TZVPD basis",
  "homo_energy_ev": [-8.1538, -8.1548],
  "homo_lumo_gap_ha": [0.2786, 0.2787],
  "de_lowest_kj_mol": 129.3,
  "energy_ev": -38710.9183,
  "elements": ["C", "C", "C", "C", "C", "C", "C", "N", "S", "S", "I", "H", "H", "H", "H", "H", "H", "H", "H", "H", "H", "H", "H"],
  "xyz": [[2.87842, 1.59095, 0.17458], [0.83822, 1.93113, -1.38595], [0.76224, 0.40890, -1.06534], [-0.87939, -2.06647, 1.29208], [-2.46123, -0.27252, 0.21980], [-0.04142, 0.15929, 0.24834], [-1.14261, -0.99693, 0.15128], [2.15716, 0.04442, -1.07699], [4.00945, 1.23780, 1.23376], [1.69202, 2.76566, 0.02627], [2.79017, -1.63590, -0.30433], [1.37223, 2.10278, -2.25938], [-0.27879, 2.20622, -1.20354], [0.26741, -0.01840, -2.00139], [-0.96894, -1.56451, 2.22080], [0.07372, -2.54080, 1.07035], [-1.59585, -2.83051, 1.32590], [-2.55453, 0.38295, 1.11375], [-3.33537, -0.82880, 0.21417], [-2.61083, 0.27571, -0.67606], [0.71773, 0.06200, 1.07333], [-0.65544, 1.18860, 0.38629], [-1.03437, -1.60154, -0.77772]]
}


No. 2
{
  "formula": "C45H56Br2F6LuN2O3S2SbSe",
  "method": "the ωB97M-V functional and the def2-TZVPD basis",
  "multiplicity": 2,
  "homo_energy_ev": [-4.8031, -4.7858],
  "homo_lumo_gap_ha": [0.2079, 0.2073],
  "total_charge": -1,
  "energy_ev": -340266.2300,
  "elements": ["Lu", "C", "C", "C", "C", "C", "C", "C", "Se", "C", "C", "C", "C", "C", "C", "O", "C", "C", "C", "C", "C", "C", "C", "C", "C", "O", "C", "C", "C", "C", "C", "C", "H", "H", "H", "H", "H", "H", "H", "H", "H", "H", "H", "H", "H", "H", "H", "H", "H", "H", "H", "H", "H", "H", "H", "H", "H", "H", "H", "H", "H", "H", "H", "H", "H", "H", "H", "H", "H", "H", "H", "H", "C", "C", "N", "N", "C", "S", "S", "C", "C", "C", "C", "C", "C", "C", "C", "C", "C", "C", "C", "C", "O", "H", "H", "H", "H", "H", "H", "H", "H", "H", "H", "H", "H", "H", "H", "Br", "C", "Br", "H", "H", "F", "Sb", "F", "F", "F", "F", "F"],
  "xyz": [[2.64014, 1.02132, -0.73736], [-6.67388, 4.15381, -1.10329], [-6.14925, 4.16383, -2.60894], [-6.73575, 2.95504, -3.39012], [-6.64429, 5.40187, -3.34657], [-4.61785, 4.04734, -2.50035], [-4.10688, 2.79585, -2.23934], [-2.75395, 2.55408, -2.02393], [-2.00942, 0.79652, -2.21508], [-0.88649, -1.61502, -0.34277], [-1.86199, -2.27041, 0.38087], [-1.53748, -3.06679, 1.50613], [-0.33307, -2.89804, 2.20005], [0.64551, -1.90020, 2.13047], [1.14601, -1.45753, 0.90073], [2.08965, -0.64526, 0.66058], [1.25581, -1.30158, 3.38801], [2.59975, -1.88612, 3.79328], [1.39315, 0.26236, 3.26222], [0.23038, -1.53818, 4.54930], [-2.67846, -3.78018, 2.20324], [-3.84324, -3.83179, 1.12263], [-3.14768, -2.97462, 3.44201], [-2.19227, -5.23520, 2.45584], [-1.91902, 3.68951, -1.75675], [-0.60396, 3.48450, -1.68883], [-2.50094, 5.00190, -1.72604], [-3.78385, 5.15307, -2.34835], [-2.00661, 6.29038, -1.02477], [-0.79061, 5.96729, -0.10000], [-1.59571, 7.44216, -1.98280], [-3.15224, 6.76099, -0.17226], [-7.72685, 4.06018, -1.05418], [-6.24594, 3.30032, -0.59745], [-6.36156, 5.11124, -0.71931], [-7.77855, 3.14734, -3.52370], [-6.24008, 2.84231, -4.32767], [-6.61998, 1.98261, -2.94588], [-7.72612, 5.47183, -3.27301], [-6.24289, 6.30742, -2.95294], [-6.57566, 5.36109, -4.44859], [-4.80417, 1.99783, -2.26730], [-2.87615, -2.06988, 0.04513], [-0.18868, -3.55990, 3.03531], [3.40351, -1.42158, 3.20902], [2.78238, -1.62836, 4.81043], [2.62030, -2.97948, 3.57370], [2.15138, 0.54838, 2.50668], [0.46039, 0.79734, 3.05892], [1.80209, 0.69140, 4.18628], [0.03552, -2.60691, 4.77690], [0.67259, -1.07261, 5.42861], [-0.74616, -1.04599, 4.39704], [-4.36092, -2.91060, 0.91001], [-3.47835, -4.34608, 0.19253], [-4.63028, -4.50526, 1.50829], [-3.19249, -1.91388, 3.20346], [-4.11766, -3.36908, 3.81118], [-2.40417, -3.07869, 4.28325], [-1.82329, -5.61759, 1.49656], [-1.31909, -5.28730, 3.09251], [-3.00266, -5.87405, 2.83881], [-4.07700, 6.17172, -2.60176], [0.02536, 5.50424, -0.65635], [-0.36939, 6.96465, 0.14417], [-1.08394, 5.37740, 0.74824], [-0.81393, 7.06662, -2.61121], [-2.38749, 7.88801, -2.54810], [-1.23991, 8.25405, -1.36692], [-3.63224, 5.91496, 0.39170], [-2.86182, 7.57171, 0.48878], [-3.97573, 7.24004, -0.79593], [2.28163, -1.90922, -4.11154], [3.05240, -1.63582, -2.82799], [2.41287, -1.57158, -1.66093], [1.11419, -1.64796, -1.59482], [0.50693, -2.10770, -0.30764], [-0.97675, 0.08584, -0.38086], [0.51520, -4.00089, -0.76298], [2.15215, -4.46321, -0.32607], [2.23894, -5.32987, 0.90025], [1.21813, -6.07974, 1.35235], [1.32822, -6.95201, 2.40466], [2.54485, -6.99311, 3.12825], [3.59679, -6.20180, 2.70411], [3.43036, -5.41411, 1.57735], [4.49189, -1.57756, -2.65997], [5.25725, -2.44321, -3.40302], [6.53198, -2.71143, -3.03647], [7.10127, -2.07428, -1.91354], [6.42810, -1.09154, -1.26858], [5.09831, -0.74304, -1.68534], [4.57114, 0.35802, -1.14241], [1.74491, -2.88913, -4.11484], [2.91085, -1.81339, -5.01433], [1.54046, -1.08224, -4.18553], [2.71675, -3.51410, -0.18391], [2.67128, -5.00584, -1.21079], [0.28651, -6.09343, 0.90190], [0.41504, -7.43498, 2.75813], [2.69466, -7.59848, 4.01274], [4.53916, -6.23664, 3.23657], [4.23997, -4.86684, 1.11693], [4.84098, -3.08930, -4.16895], [7.14487, -3.36085, -3.62891], [8.04269, -2.45956, -1.58725], [6.80491, -0.47446, -0.45378], [6.65534, 0.80619, 2.83519], [8.17951, 0.44203, 3.97955], [7.77785, -0.90099, 5.37739], [8.44771, 1.38153, 4.53256], [9.02235, 0.07909, 3.41439], [1.60677, 1.78397, -2.30173], [0.86855, 3.76405, -3.11798], [2.92635, 2.42999, 0.61965], [0.35746, 5.59384, -3.52014], [1.88802, 4.29524, -1.62566], [-0.17511, 3.06539, -4.55354], [2.43044, 3.85677, -4.23753]]
}


No. 3
{
  "formula": "C30H19Cl2N7O2Ti",
  "method": "the ωB97M-V functional and the def2-TZVPD basis",
  "homo_energy_ev": -13.0001,
  "homo_lumo_gap_ha": 0.2042,
  "total_charge": 2,
  "energy_ev": -94092.9198,
  "elements": ["Ti", "Cl", "C", "C", "C", "N", "C", "O", "C", "C", "C", "C", "C", "N", "C", "C", "C", "Cl", "N", "C", "O", "C", "C", "C", "C", "C", "N", "H", "H", "H", "H", "H", "H", "H", "H", "H", "H", "N", "C", "C", "C", "C", "C", "C", "N", "C", "C", "C", "C", "N", "C", "C", "H", "H", "H", "H", "H", "H", "H", "H", "H"],
  "xyz": [[0.01916, -0.07315, 0.70408], [0.01352, 4.24934, 5.80620], [0.10957, 3.58537, 4.23178], [-0.22954, 2.24403, 4.05031], [-0.15705, 1.71191, 2.78369], [-0.55362, 0.37085, 2.41815], [-1.90690, 0.04495, 2.74645], [-2.36777, 0.08305, 3.84319], [-2.72088, -0.22874, 1.50861], [-4.08114, -0.43962, 1.56269], [-4.77562, -0.55348, 0.36291], [-4.08123, -0.45508, -0.83298], [-2.70968, -0.26733, -0.80446], [-2.03811, -0.15696, 0.34546], [0.25567, 2.49028, 1.69358], [0.59528, 3.81630, 1.86776], [0.51653, 4.36447, 3.14754], [0.91909, 6.01553, 3.35519], [0.33896, 1.76743, 0.45836], [1.33996, 2.17549, -0.46021], [1.35951, 3.18980, -1.08508], [2.42418, 1.13058, -0.50276], [3.65233, 1.35934, -1.08351], [4.63694, 0.38963, -0.93140], [4.34487, -0.76404, -0.21805], [3.07054, -0.93799, 0.29515], [2.11935, -0.00575, 0.15995], [-0.54608, 1.64754, 4.89333], [-4.57119, -0.48085, 2.52574], [-5.84703, -0.70126, 0.36395], [-4.58984, -0.51883, -1.78407], [-2.13588, -0.19724, -1.72097], [0.89637, 4.43702, 1.03607], [3.82528, 2.28854, -1.60888], [5.62346, 0.54178, -1.34814], [5.09319, -1.52635, -0.05559], [2.80287, -1.83487, 0.83841], [0.63342, -7.11109, -1.14317], [0.39318, -8.42130, -0.81076], [0.68568, -9.62327, -1.45548], [0.28669, -10.76907, -0.80842], [-0.38203, -10.73817, 0.43714], [-0.66923, -9.55692, 1.06924], [-0.27140, -8.37244, 0.43037], [-0.42544, -7.07478, 0.82643], [0.11890, -6.34792, -0.12258], [0.14298, -4.90878, -0.04800], [0.69240, -4.06827, -1.02911], [0.67822, -2.70872, -0.84171], [0.13793, -2.11935, 0.24497], [-0.42025, -2.92969, 1.18004], [-0.42118, -4.29303, 1.08289], [1.11463, -6.79769, -1.96779], [1.19703, -9.65805, -2.40749], [0.48940, -11.72895, -1.26343], [-0.66911, -11.67515, 0.89349], [-1.17987, -9.52330, 2.02116], [1.13562, -4.45948, -1.93385], [1.11523, -2.04918, -1.58227], [-0.85608, -2.45102, 2.05081], [-0.85525, -4.90732, 1.85840]]
}


No. 4
{
  "formula": "C3H7NO2S",
  "method": "the ωB97M-V functional and the def2-TZVPD basis",
  "smiles": "NC[C@@H](O)C(=O)S",
  "homo_energy_ev": -9.5545,
  "homo_lumo_gap_ha": 0.3726,
  "de_lowest_kj_mol": 295.4,
  "energy_ev": -19642.5426,
  "elements": ["N", "C", "C", "O", "C", "O", "S", "H", "H", "H", "H", "H", "H", "H"],
  "xyz": [[-1.69609, 0.38650, 1.42840], [-0.65777, -0.52808, 0.62283], [0.74768, -0.13345, 0.27214], [1.48877, -1.42206, 0.11541], [0.66044, 0.73085, -1.01031], [0.58052, 1.92028, -0.98575], [0.46244, -0.15004, -2.76263], [-1.52476, 0.49629, 2.53374], [-1.98007, 1.36148, 1.05018], [-1.20962, -0.93885, -0.18684], [-0.57045, -1.49648, 1.12271], [1.02429, 0.39514, 1.23717], [2.42956, -1.53601, 0.00315], [0.24506, 0.91443, -3.44021]]
}


No. 5
{
  "formula": "C4H7KO2",
  "method": "the ωB97M-V functional and the def2-TZVPD basis",
  "homo_energy_ev": -6.0015,
  "homo_lumo_gap_ha": 0.2171,
  "de_lowest_kj_mol": 49.1,
  "energy_ev": -24679.4702,
  "elements": ["O", "C", "C", "H", "H", "H", "K", "C", "C", "O", "H", "H", "H", "H"],
  "xyz": [[1.48903, 0.23844, 0.91710], [1.83804, 0.65041, -0.18436], [0.95901, 0.77682, -1.38706], [1.45691, 0.10488, -2.12980], [2.92848, 0.74066, -0.39058], [1.18869, 1.78531, -1.78249], [-0.91870, 0.26608, 1.39002], [-0.57853, 0.47461, -1.27177], [-0.91738, -0.95304, -1.46260], [-0.97513, -1.59006, -0.11125], [-1.13686, 1.09719, -1.98449], [-0.12480, -1.53853, -1.97826], [-1.89850, -1.08239, -1.94568], [-0.58483, -2.50107, -0.18027]]
}


No. 6
{
  "formula": "C8H8ClNO",
  "method": "the ωB97M-V functional and the def2-TZVPD basis",
  "multiplicity": 3,
  "homo_energy_ev": [-6.8110, -9.4455],
  "homo_lumo_gap_ha": [0.2820, 0.2905],
  "de_lowest_kj_mol": 162.6,
  "energy_ev": -24479.9105,
  "elements": ["C", "C", "C", "C", "C", "C", "C", "C", "N", "O", "Cl", "H", "H", "H", "H", "H", "H", "H", "H"],
  "xyz": [[1.07105, -0.12121, 2.01280], [2.05405, -0.58806, 1.04452], [-0.16121, 0.25915, 1.51643], [1.75796, -0.78944, -0.22061], [-0.44407, 0.32035, 0.02798], [0.52049, -0.53874, -0.79517], [-0.44310, -1.43490, -2.97482], [-1.89505, 2.00270, 0.60286], [-1.25106, 1.30832, -0.41213], [0.38536, -1.08600, -2.02748], [0.27239, -2.48318, -4.14151], [1.06998, -0.36368, 3.12910], [3.09112, -0.85396, 1.39898], [-1.06228, 0.38759, 2.05880], [2.55053, -1.20841, -0.90438], [-1.50720, -1.38384, -2.81423], [-1.03925, 2.40024, 1.20177], [-2.46239, 2.77037, 0.07883], [-2.50731, 1.40269, 1.21827]]
}